Here is C16H35N7SY as an isolated structure from the Open Molecules 2025 dataset. Energies are from ωB97M-V with the def2-TZVPD basis set.

Last column: Löwdin charge in e.
Geometry (Å):
Y -0.847 -0.178 0.135  1.3369
C -3.326 -0.872 0.110  -0.2104
C -3.025 -0.518 1.448  -0.1720
C -2.825 0.890 1.465  -0.1810
C -2.950 1.379 0.150  -0.1836
C -3.268 0.296 -0.687  -0.1900
H -3.607 -1.860 -0.223  0.1092
H -3.027 -1.196 2.291  0.1275
H -2.664 1.506 2.338  0.1209
H -2.922 2.420 -0.141  0.1200
H -3.540 0.359 -1.731  0.1139
N 1.554 -1.332 0.406  -0.0172
N 1.765 -2.641 -0.073  -0.0442
C 0.718 -3.399 -0.476  -0.7887
N 0.965 -4.667 -0.746  0.1585
S -0.862 -2.789 -0.644  0.7164
H 2.388 -0.799 0.174  0.1138
H 1.468 -1.350 1.426  0.0594
H 2.600 -3.110 0.259  0.1702
H 1.878 -5.089 -0.656  0.1443
H 0.209 -5.264 -1.050  0.1303
C 0.309 -1.262 4.814  -0.0192
C 0.882 -0.086 4.032  -0.6130
C 2.359 -0.313 3.729  -0.0333
C 0.668 1.223 4.785  -0.0234
N 0.115 -0.083 2.732  -0.0976
N 0.323 1.075 1.886  -0.0507
H 0.833 -1.364 5.763  0.1095
H 0.418 -2.197 4.263  0.0911
H -0.748 -1.109 5.041  0.0979
H 2.926 -0.330 4.659  0.1114
H 2.800 0.486 3.125  0.0826
H 2.519 -1.277 3.239  0.0781
H 1.129 1.157 5.770  0.1099
H -0.395 1.422 4.940  0.0990
H 1.125 2.079 4.285  0.0859
H -0.873 -0.062 2.979  0.0849
H 1.328 1.224 1.823  0.0911
H -0.054 1.926 2.305  0.1083
C -0.392 0.373 -4.703  -0.0291
C -0.809 -0.080 -3.287  -0.1270
N -0.145 0.746 -2.242  -0.2238
C 1.319 0.689 -2.459  -0.1328
C 1.708 1.303 -3.825  -0.0351
N 0.440 1.614 -4.560  -0.0777
C -0.333 2.673 -3.831  -0.0303
C -0.600 2.154 -2.400  -0.1173
H -1.249 0.619 -5.327  0.1512
H 0.213 -0.369 -5.222  0.1490
H -0.549 -1.126 -3.129  0.1030
H -1.885 0.014 -3.157  0.1157
H 1.629 -0.354 -2.411  0.1239
H 1.817 1.241 -1.661  0.1275
H 2.287 0.615 -4.438  0.1494
H 2.264 2.232 -3.724  0.1489
H 0.676 1.962 -5.492  0.2070
H -1.250 2.850 -4.388  0.1511
H 0.261 3.585 -3.839  0.1499
H -1.665 2.196 -2.182  0.1115
H -0.083 2.775 -1.668  0.1383

As for the LUMO energy: -8.317 eV. The total energy comes out at -39446.3641 eV. For the molecular weight, the calculation gives 446.48 u. Its largest force on an atom is 0.0122 Eh/bohr. Its net charge is +3. The calculation puts the HOMO energy at -0.641 Eh. Its HOMO-LUMO gap is 9.13 eV.